(1)
{"formula": "C13H23BO9S", "method": "ωB97M-V/def2-TZVPD", "symbols": ["O", "S", "O", "O", "C", "C", "C", "C", "C", "B", "O", "O", "H", "H", "H", "H", "H", "H", "H", "H", "H", "H", "H", "O", "C", "C", "C", "C", "O", "H", "H", "H", "H", "H", "H", "O", "C", "C", "C", "C", "O", "H", "H", "H", "H", "H", "H"], "positions_angstrom": [[-0.7380, 0.2246, 1.8517], [-0.0053, 1.4048, 2.2036], [-0.3137, 2.0237, 3.4596], [-0.1771, 2.4432, 1.0489], [0.4920, 3.7138, 1.2507], [1.7725, 3.7316, 2.1114], [2.3934, 2.4064, 2.6147], [1.7414, 1.1154, 2.1065], [2.1649, 0.8095, 0.6499], [1.3747, -0.4301, 0.0470], [1.7221, -1.6711, 0.4638], [0.3521, -0.2221, -0.8736], [-0.2403, 4.3986, 1.6730], [0.7074, 4.0769, 0.2493], [2.5319, 4.2681, 1.5443], [1.5758, 4.3522, 2.9816], [2.3499, 2.4008, 3.7027], [3.4509, 2.3695, 2.3589], [1.9585, 0.2618, 2.7439], [2.0794, 1.7018, 0.0325], [3.2264, 0.5579, 0.7199], [1.0171, -2.2838, 0.2112], [-0.4982, -0.4268, -0.4726], [-0.8014, -2.8921, 0.6316], [-1.6303, -2.4827, 1.3986], [-1.5546, -2.4266, 2.9085], [-3.0091, -2.1775, 3.3057], [-3.5367, -1.4294, 2.0860], [-2.7888, -1.9566, 0.9743], [-0.9063, -1.5919, 3.1790], [-1.1432, -3.3506, 3.3050], [-3.1314, -1.6208, 4.2320], [-3.5311, -3.1294, 3.4116], [-3.3489, -0.3562, 2.1392], [-4.5944, -1.5977, 1.9006], [0.6532, -2.6660, -7.1397], [0.4292, -1.9869, -6.1824], [-0.4539, -0.7539, -6.1013], [-0.0230, -0.1161, -4.7814], [0.4313, -1.3309, -3.9820], [0.9485, -2.2526, -4.9620], [-1.4944, -1.0815, -6.0815], [-0.2920, -0.1162, -6.9654], [-0.8025, 0.4532, -4.2802], [0.8237, 0.5499, -4.9538], [-0.3943, -1.8128, -3.4556], [1.2126, -1.1010, -3.2654]], "mulliken_charge": [-0.5141, 1.1244, -0.7589, -0.3052, -0.5203, -0.5849, -0.9316, 0.0778, -1.0894, 0.6949, -0.6796, -0.3616, 0.2975, 0.3754, 0.3211, 0.2969, 0.3822, 0.4005, 0.5819, 0.2534, 0.3413, 0.3719, 0.2233, -0.7051, 0.6945, -0.2794, -0.5850, -0.3064, -0.3514, -0.0328, 0.4465, 0.3366, 0.2843, 0.1287, 0.3980, -0.5779, 0.4324, -0.3859, -0.5010, 0.0420, -0.3505, 0.2404, 0.3012, 0.3109, 0.2872, 0.1510, 0.0247], "total_energy_ev": -43796.3162, "total_charge": 0, "smiles": "O=S1(=O)OCCC[C@@H]1CB(O)O.O=C1CCCO1.O=C1CCCO1"}

(2)
{"formula": "C13H23BrNPPt", "method": "ωB97M-V/def2-TZVPD", "symbols": ["C", "C", "C", "C", "C", "C", "C", "C", "N", "Pt", "C", "P", "H", "H", "H", "H", "H", "H", "H", "H", "C", "C", "H", "C", "C", "H", "H", "H", "H", "H", "H", "H", "H", "H", "H", "H", "H", "H", "H", "Br"], "positions_angstrom": [[4.8954, -0.1966, 0.0569], [4.1563, 0.4317, -0.9354], [2.7456, 0.4305, -0.9379], [2.1206, -0.0959, 0.2206], [2.8598, -0.8049, 1.1767], [4.2545, -0.8384, 1.1013], [2.1460, 1.1650, -2.1156], [1.2174, 0.6227, -3.2790], [0.6346, -0.6876, -3.4124], [0.1064, 0.1782, 0.8300], [2.1452, -1.5854, 2.2407], [0.4333, -1.8339, 1.5755], [4.6862, 0.8879, -1.7707], [4.8125, -1.3888, 1.8485], [5.9758, -0.1973, -0.0187], [2.0588, -1.0394, 3.1953], [2.6178, -2.5649, 2.4322], [1.6746, 2.0939, -1.7556], [2.9976, 1.5252, -2.7145], [0.3658, 1.3100, -3.3188], [-0.6986, -2.3784, 2.8507], [0.6766, -3.3041, 0.5101], [1.8042, 0.7739, -4.2065], [1.3728, -1.8512, -2.9865], [-0.8088, -0.7571, -3.2169], [-1.4916, 0.2294, 1.4141], [1.7373, -2.4264, -3.8495], [2.2279, -1.5895, -2.3489], [0.7023, -2.5159, -2.4208], [-1.3328, -0.9342, -4.1707], [-1.0782, -1.5834, -2.5371], [-1.1905, 0.1876, -2.8019], [0.8779, -4.1796, 1.1395], [-0.2349, -3.4743, -0.0752], [1.5331, -3.1801, -0.1634], [-0.3001, -3.2520, 3.3825], [-0.8835, -1.5604, 3.5549], [-1.6327, -2.6589, 2.3495], [-1.5157, -0.3047, 0.7583], [-0.5388, 2.2876, -0.3012]], "mulliken_charge": [-0.7538, -0.7570, -0.0869, 0.1792, 1.2166, -0.7587, -0.4465, -0.7645, 0.3747, 0.5248, -1.2362, 0.1926, 0.3973, 0.5133, 0.4309, 0.4086, 0.5174, 0.4970, 0.3312, 0.4327, -1.1616, -1.1591, 0.2950, -0.5451, -0.6147, 0.2773, 0.3160, 0.2332, 0.1933, 0.3028, 0.2489, 0.3068, 0.4378, 0.3857, 0.3127, 0.4094, 0.3986, 0.4219, -0.0665, -0.2048], "s2": 6.036, "multiplicity": 5, "total_energy_ev": -97899.6086, "total_charge": 2}

(3)
{"formula": "C13H23BrNPSr", "method": "ωB97M-V/def2-TZVPD", "symbols": ["C", "C", "C", "C", "C", "C", "C", "C", "N", "Sr", "C", "P", "H", "H", "H", "H", "H", "H", "H", "H", "C", "C", "H", "C", "C", "H", "H", "H", "H", "H", "H", "H", "H", "H", "H", "H", "H", "H", "H", "Br"], "positions_angstrom": [[-2.8194, 0.3124, -4.0240], [-2.6304, -0.9586, -3.4743], [-1.9069, -1.1324, -2.2259], [-1.3866, 0.0280, -1.6825], [-1.4547, 1.3017, -2.2935], [-2.2467, 1.4920, -3.4643], [-1.6953, -2.5400, -1.6309], [-0.2616, -3.0480, -1.4705], [0.7816, -1.9899, -1.1755], [-0.1903, -0.5920, 0.7091], [-0.6866, 2.4546, -1.7211], [0.7850, 1.8634, -0.8098], [-3.0476, -1.8403, -4.0303], [-2.4161, 2.4496, -3.9572], [-3.3537, 0.4114, -4.9758], [-1.2319, 3.0560, -0.9381], [-0.2207, 3.2109, -2.3720], [-2.3223, -2.6645, -0.7107], [-2.1520, -3.3044, -2.2888], [-0.1620, -3.7929, -0.6798], [1.3567, 3.4986, -0.2664], [1.7725, 1.9166, -2.3922], [-0.0118, -3.5177, -2.4085], [1.3638, -1.5459, -2.5144], [1.8234, -2.5090, -0.2686], [-0.5804, 1.7005, 0.8103], [1.8396, -2.3938, -3.0584], [0.5128, -1.1091, -3.0992], [2.1115, -0.7816, -2.2862], [2.4315, -3.3212, -0.7241], [2.4847, -1.6913, 0.0122], [1.2893, -2.8946, 0.6466], [1.7039, 3.0024, -2.6751], [2.8463, 1.6328, -2.2744], [1.3793, 1.3040, -3.2113], [1.4049, 4.1693, -1.1509], [0.6574, 3.8778, 0.4798], [2.3364, 3.3789, 0.2615], [1.7349, 1.1869, 0.0886], [-0.9643, -2.8946, 1.9982]], "mulliken_charge": [-0.6100, -0.7554, 0.3416, 1.4087, -0.8016, -0.8533, -0.9570, -0.8039, 0.3663, 1.2217, -1.0653, 0.1619, 0.2698, 0.4066, 0.3266, 0.5198, 0.5829, 0.2819, 0.3346, 0.5173, -1.0686, -1.5831, 0.3040, -1.2812, -1.1634, 0.0959, 0.3651, 0.2713, 0.3140, 0.2871, 0.3115, 0.5542, 0.5486, 0.4012, 0.3474, 0.3973, 0.3535, 0.3996, -0.0457, -0.7019], "relative_energy_ev": 0.0000, "total_charge": 0}

(4)
{"formula": "C13H23ClNO4PSn", "method": "ωB97M-V/def2-TZVPD", "symbols": ["C", "C", "C", "C", "C", "C", "C", "C", "N", "Sn", "C", "P", "H", "H", "H", "H", "H", "H", "H", "H", "C", "C", "H", "C", "C", "H", "H", "H", "H", "H", "H", "H", "H", "H", "H", "H", "H", "H", "H", "O", "Cl", "O", "O", "O"], "positions_angstrom": [[1.0377, -2.5766, -2.7237], [1.9936, -1.9360, -1.9529], [1.6376, -1.1493, -0.8458], [0.2898, -1.0360, -0.4884], [-0.6732, -1.7138, -1.2552], [-0.3019, -2.5053, -2.3471], [2.8056, -0.5533, -0.1023], [2.6620, 0.8418, 0.5091], [2.6320, 1.9396, -0.3982], [-0.4311, 0.2534, 1.1757], [-2.1644, -1.5923, -0.9839], [-2.4543, 0.0923, -0.3543], [3.0633, -2.0348, -2.1648], [-1.0863, -3.0514, -2.8733], [1.3330, -3.1582, -3.6045], [-2.5088, -2.3239, -0.2343], [-2.7766, -1.7321, -1.8910], [3.0686, -1.2321, 0.7274], [3.6855, -0.5373, -0.7683], [1.7671, 0.8931, 1.1727], [-4.0976, 0.3218, 0.3316], [-2.0953, 1.1758, -1.7666], [3.5147, 1.0284, 1.1858], [1.8477, 1.9381, -1.6069], [2.7334, 3.2349, 0.2308], [-0.9753, -0.9452, 3.4088], [2.2100, 2.7829, -2.2158], [1.9634, 1.0093, -2.1757], [0.7674, 2.1124, -1.4332], [3.0297, 3.9706, -0.5268], [1.7810, 3.5597, 0.6857], [3.4917, 3.1798, 1.0210], [-2.8922, 1.0673, -2.5138], [-2.0415, 2.2156, -1.4186], [-1.1384, 0.9091, -2.2333], [-4.8556, 0.1654, -0.4539], [-4.2542, -0.3882, 1.1622], [-4.1690, 1.3511, 0.7223], [-0.3884, 2.0318, 1.2707], [-1.6681, -0.1923, 5.8630], [-1.7019, -1.6387, 5.4858], [-0.6418, -2.3970, 6.1843], [-3.0349, -2.2188, 5.7345], [-0.9638, -1.1614, 2.4608]], "mulliken_charge": [-0.8691, -0.8478, 0.1466, 0.4281, 1.1573, -0.8162, -1.2502, -0.3393, 0.2650, 0.8026, -1.2192, 0.5035, 0.4022, 0.4769, 0.4197, 0.4295, 0.5565, 0.5055, 0.3941, -0.0114, -1.0826, -1.1265, 0.5903, -0.6794, -0.7861, 0.2501, 0.4190, 0.3049, 0.2416, 0.3434, 0.3288, 0.3525, 0.4408, 0.3719, 0.2706, 0.4039, 0.3701, 0.3909, 0.0899, -0.3750, 1.0967, -0.3631, -0.3802, -0.6067], "total_energy_ev": -51150.3767, "total_charge": 2}

(5)
{"formula": "C13H23F3N2O8SYb", "method": "ωB97M-V/def2-TZVPD", "symbols": ["Yb", "C", "O", "C", "C", "O", "C", "H", "H", "H", "H", "H", "H", "H", "H", "H", "H", "C", "N", "C", "C", "C", "O", "H", "H", "H", "H", "H", "H", "H", "H", "H", "O", "C", "C", "C", "C", "O", "N", "H", "H", "H", "H", "F", "C", "F", "F", "S", "O", "O", "O"], "positions_angstrom": [[-8.7581, -8.5876, -6.7388], [-11.5916, -7.2598, -6.2979], [-10.5036, -7.8059, -5.4925], [-10.8234, -8.7380, -4.4216], [-10.8698, -10.1228, -5.0298], [-9.5771, -10.3812, -5.5012], [-8.6708, -10.9678, -4.5316], [-12.4118, -6.9467, -5.6378], [-12.0114, -7.9516, -7.0476], [-11.2149, -6.3113, -6.7964], [-11.7796, -8.4302, -3.9747], [-10.0131, -8.5062, -3.6920], [-11.5296, -10.2164, -5.8833], [-11.2050, -10.9816, -4.4299], [-8.6054, -10.3628, -3.6474], [-7.7373, -10.9765, -5.0361], [-8.9475, -11.9984, -4.2784], [-4.4024, -9.4966, -7.6415], [-4.9000, -8.6621, -8.7235], [-3.9463, -8.1302, -9.7398], [-6.1708, -8.4793, -8.8813], [-6.6994, -7.7652, -10.1221], [-7.0186, -8.8765, -8.0174], [-5.1610, -10.2393, -7.4572], [-4.2074, -8.8693, -6.8246], [-3.5400, -9.9936, -7.9650], [-3.5073, -8.9252, -10.3170], [-3.1671, -7.5965, -9.1720], [-4.4486, -7.4743, -10.4790], [-6.2559, -6.7678, -10.2133], [-7.7148, -7.5436, -9.9997], [-6.5107, -8.3396, -11.0172], [-9.5885, -7.4535, -8.6307], [-10.1114, -8.5285, -9.0271], [-10.8194, -8.7681, -10.3377], [-10.9051, -10.3094, -10.3182], [-10.7142, -10.7232, -8.8623], [-10.8491, -11.8264, -8.3847], [-10.0958, -9.6060, -8.2406], [-10.3032, -8.2843, -11.1905], [-11.7954, -8.3546, -10.2024], [-10.0637, -10.7513, -10.9354], [-11.8450, -10.6926, -10.6296], [-4.8362, -7.6011, -3.9810], [-5.4631, -6.6710, -4.7068], [-5.0352, -6.6685, -6.0059], [-5.3032, -5.4668, -4.1956], [-7.3489, -7.0636, -4.6947], [-7.7960, -6.5614, -6.0415], [-7.8693, -6.4188, -3.5499], [-7.5713, -8.5436, -4.7013]], "mulliken_charge": [1.3405, -0.7757, -0.1571, -0.4387, -0.3322, -0.2075, -0.8592, 0.4158, 0.3000, 0.2609, 0.4732, 0.1978, 0.1031, 0.4637, 0.3882, 0.2643, 0.3256, -1.0821, 0.1414, -0.9908, 1.1446, -1.5455, -0.7510, 0.3569, 0.2991, 0.3883, 0.3530, 0.3482, 0.3522, 0.4480, 0.1562, 0.4047, -0.6820, 0.4002, -0.4627, -0.6028, 0.2109, -0.6003, 0.3367, 0.3400, 0.2631, 0.2433, 0.3858, -0.2030, 0.5659, -0.2070, -0.1747, 1.1724, -0.6566, -0.5753, -0.5398], "s2": 0.751, "relative_energy_ev": 0.7988, "multiplicity": 2, "total_charge": 1}